<i>
7
Properties=species:S:1:pos:R:3:lowdin_charge:R:1 method="wB97M-V/def2-TZVPD" homo_energy_ev=-10.391 homo_lumo_gap_ev=10.87
C 0.169 -0.618 -0.335 -0.56
N 1.963 -0.192 0.028 -0.37
O 2.209 -0.266 1.180 0.08
O 2.582 0.081 -0.939 0.11
F 0.197 -0.486 -1.717 -0.03
Cl -0.206 -2.218 0.190 0.71
H -0.278 0.138 0.206 0.07

<ii>
7
Properties=species:S:1:pos:R:3:lowdin_charge:R:1 method="wB97M-V/def2-TZVPD" homo_energy_ev="-10.186 / -11.505" homo_lumo_gap_ev="9.57 / 9.23"
C 0.616 -0.128 0.180 -0.69
N -0.793 -0.465 0.171 -0.40
O -1.474 -0.050 1.083 0.09
O -1.236 -1.008 -0.856 0.03
F 1.078 -0.033 1.424 0.06
Cl 1.676 -0.728 -0.982 0.80
H 0.134 2.412 -1.020 0.11

We find <i> to be the most stable, with the next structure 84.4 kcal/mol higher.

<i>
8
Properties=species:S:1:pos:R:3:lowdin_charge:R:1 method="wB97M-V/def2-TZVPD" homo_energy_ev=-9.896 homo_lumo_gap_ev=9.56
C 0.225 -0.592 -0.094 -0.02
C 1.160 0.260 -0.047 -0.75
N -1.607 0.168 0.002 -0.35
O -1.708 1.362 -0.076 0.07
O -2.332 -0.737 0.059 0.08
I 3.165 -0.064 0.061 0.87
H 0.029 -1.670 -0.073 0.09
H 1.067 1.274 0.168 0.00

<ii>
8
Properties=species:S:1:pos:R:3:lowdin_charge:R:1 method="wB97M-V/def2-TZVPD" homo_energy_ev="-10.150 / -10.132" homo_lumo_gap_ev="7.21 / 7.17"
C 0.888 -0.835 0.234 0.01
C -0.183 -0.209 -0.085 -0.26
N -0.276 1.209 -0.199 -0.50
O 0.355 1.622 -1.112 0.12
O -0.901 1.787 0.613 0.11
I -2.741 -1.370 -0.299 0.32
H 1.020 -1.912 0.294 0.07
H 1.838 -0.291 0.554 0.12

We find <i> to be the most stable, with the next structure 17.6 kcal/mol higher.

<i>
14
Properties=species:S:1:pos:R:3:lowdin_charge:R:1 method="wB97M-V/def2-TZVPD" smiles=[O-]CNCCO homo_energy_ev=-2.511 charge=-1 homo_lumo_gap_ev=6.59
O -1.185 -1.496 1.355 -0.33
C -0.091 -1.814 0.733 -0.61
N 0.641 -0.568 0.331 -0.07
C -0.391 0.478 0.211 -0.23
C -0.201 1.434 -1.104 -0.27
O 1.099 1.798 -1.478 -0.13
H -0.267 -2.410 -0.280 0.08
H 0.555 -2.459 1.323 0.06
H 1.207 -0.318 1.165 0.08
H -1.387 0.152 0.092 0.07
H -0.354 1.248 1.032 0.11
H -0.597 0.900 -1.953 0.09
H -0.545 2.472 -0.901 0.10
H 1.691 1.384 -0.845 0.05

<ii>
14
Properties=species:S:1:pos:R:3:lowdin_charge:R:1 method="wB97M-V/def2-TZVPD" homo_energy_ev="-1.932 / -1.933" charge=-1 homo_lumo_gap_ev="6.03 / 6.04"
C 1.149 0.108 -1.066 -0.09
C 0.863 0.071 1.328 -0.10
C 0.237 0.598 0.026 -0.56
N -1.699 -1.043 0.086 -0.20
O -2.744 -0.042 -0.032 -0.30
O -0.458 1.614 -0.219 -0.08
H 2.202 0.154 -0.757 0.07
H 0.954 0.625 -1.902 0.01
H 0.672 -0.942 -1.262 0.11
H 0.876 -1.109 1.141 0.11
H 0.141 0.105 2.166 0.06
H 1.786 0.581 1.560 0.05
H -1.692 -1.472 -0.899 -0.04
H -2.287 0.751 -0.170 -0.04

We find <i> to be the most stable, with the next structure 38.8 kcal/mol higher.

<i>
6
Properties=species:S:1:pos:R:3:lowdin_charge:R:1 method="wB97M-V/def2-TZVPD" homo_energy_ev=-8.914 homo_lumo_gap_ev=8.45
C -1.983 -1.577 -1.692 -0.02
C 0.795 0.760 0.585 -0.56
O -1.132 -1.092 -1.188 0.03
S 0.984 -0.259 1.849 0.58
H 1.313 0.648 -0.303 -0.03
H 0.024 1.520 0.749 0.00

<ii>
6
Properties=species:S:1:pos:R:3:lowdin_charge:R:1 method="wB97M-V/def2-TZVPD" homo_energy_ev="-9.142 / -9.110" homo_lumo_gap_ev="5.43 / 5.40"
C 1.966 -0.149 0.182 0.10
C 0.855 -0.641 0.031 -0.68
O -2.150 0.975 -0.165 -0.23
S -0.571 -1.413 -0.245 0.83
H 2.981 0.131 0.185 0.03
H -3.080 1.098 0.011 -0.06

We find <i> to be the most stable, with the next structure 118.3 kcal/mol higher.

<i>
102
Properties=species:S:1:pos:R:3:lowdin_charge:R:1 method="wB97M-V/def2-TZVPD" multiplicity=2 homo_energy_ev="-10.646 / -10.973" charge=+1 homo_lumo_gap_ev="7.45 / 5.73"
Ir -0.222 -1.638 0.537 0.61
C -5.894 1.762 -1.969 -0.17
Si -5.102 0.357 -1.029 0.51
C -5.536 0.472 0.784 -0.16
C -5.594 -1.293 -1.746 -0.17
C -3.221 0.561 -1.218 -0.21
C -2.660 1.596 -1.956 -0.05
C -1.278 1.762 -2.069 -0.04
C -0.456 0.884 -1.404 -0.12
N -0.972 -0.114 -0.678 -0.17
C -2.305 -0.297 -0.600 -0.68
S -2.606 -1.711 0.382 0.67
H -6.979 1.712 -1.855 0.04
H -5.677 1.720 -3.038 0.04
H -5.572 2.735 -1.591 0.03
H -6.619 0.422 0.912 0.04
H -5.194 1.417 1.212 0.02
H -5.095 -0.342 1.361 0.01
H -6.673 -1.437 -1.663 0.04
H -5.105 -2.117 -1.222 0.01
H -5.328 -1.357 -2.803 0.04
H -3.309 2.305 -2.456 0.11
H -0.852 2.569 -2.648 0.12
H 0.621 0.969 -1.423 0.09
C -2.020 -0.186 3.103 -0.27
P -0.346 -0.198 2.397 0.91
C -0.224 1.563 1.756 -0.35
N -1.413 2.102 1.685 0.13
C -1.578 3.275 1.031 -0.21
C -2.864 3.855 0.932 -0.01
C -3.026 4.998 0.205 -0.05
C -1.923 5.609 -0.444 -0.05
C -0.672 5.073 -0.348 0.00
C -0.481 3.890 0.404 -0.22
N 0.752 3.343 0.508 0.14
C 0.917 2.226 1.174 -0.40
P 2.646 1.550 1.249 1.02
C 3.106 1.728 -0.519 -0.28
C 3.647 2.934 2.034 -0.72
C 3.055 3.261 3.403 -0.10
C 3.759 4.211 1.202 -0.09
C 5.045 2.332 2.233 -0.11
C 0.697 -0.482 3.933 -0.67
C 2.092 -1.040 3.652 -0.11
C 0.788 0.851 4.685 -0.08
C -0.017 -1.503 4.835 -0.09
H -2.728 0.191 2.376 0.00
H -2.048 0.449 3.987 0.06
H -2.294 -1.208 3.359 0.05
H -3.690 3.371 1.436 0.11
H -4.005 5.453 0.122 0.11
H -2.081 6.515 -1.013 0.11
H 0.187 5.527 -0.824 0.12
H 2.728 2.654 -0.951 0.04
H 2.744 0.872 -1.090 -0.02
H 4.194 1.714 -0.591 0.05
H 2.043 3.667 3.327 0.08
H 3.674 4.017 3.891 0.09
H 3.037 2.384 4.052 0.06
H 2.787 4.662 1.013 0.06
H 4.249 4.032 0.245 0.07
H 4.371 4.932 1.750 0.09
H 5.015 1.445 2.868 0.08
H 5.693 3.070 2.711 0.09
H 5.511 2.055 1.285 0.07
H 2.724 -0.348 3.103 0.02
H 2.041 -1.974 3.094 0.03
H 2.565 -1.259 4.612 0.10
H 1.150 1.662 4.057 0.03
H 1.487 0.736 5.516 0.10
H -0.173 1.148 5.106 0.09
H -0.090 -2.486 4.368 0.06
H -1.006 -1.188 5.153 0.07
H 0.590 -1.616 5.736 0.10
S 2.091 -1.484 0.228 0.72
C 2.586 -3.051 0.631 -0.68
C 3.931 -3.405 0.289 -0.25
N 5.004 -3.661 -0.034 0.20
C 1.766 -3.944 1.310 -0.68
S 0.175 -3.559 1.738 0.74
C 2.267 -5.224 1.713 -0.25
N 2.666 -6.249 2.043 0.21
N 3.553 -4.637 -9.014 0.18
C 3.005 -4.491 -8.015 -0.17
C 2.316 -4.309 -6.766 -0.21
C 0.931 -4.447 -6.714 0.00
C 0.265 -4.260 -5.516 0.01
C 0.994 -3.950 -4.378 -0.18
C 2.375 -3.826 -4.414 0.01
C 3.038 -3.997 -5.616 0.00
N 0.309 -3.759 -3.139 -0.01
C -0.670 -4.566 -2.601 -0.01
C -1.006 -4.014 -1.409 -0.13
N -0.240 -2.885 -1.210 -0.14
C 0.535 -2.760 -2.270 -0.14
H 0.382 -4.689 -7.613 0.13
H -0.813 -4.339 -5.468 0.12
H 2.931 -3.622 -3.508 0.12
H 4.114 -3.907 -5.664 0.13
H -1.010 -5.458 -3.097 0.14
H -1.730 -4.343 -0.687 0.09
H 1.247 -1.973 -2.450 0.13

<ii>
102
Properties=species:S:1:pos:R:3:lowdin_charge:R:1 method="wB97M-V/def2-TZVPD" multiplicity=2 homo_energy_ev="-10.173 / -10.132" charge=+1 homo_lumo_gap_ev="5.53 / 5.42"
Ir 0.183 0.059 -0.003 0.78
C 7.398 1.078 -0.366 -0.18
Si 5.683 1.157 -1.146 0.55
C 5.569 -0.165 -2.490 -0.18
C 5.274 2.891 -1.765 -0.17
C 4.443 0.783 0.260 -0.22
C 4.863 0.683 1.581 -0.05
C 3.962 0.432 2.613 -0.02
C 2.634 0.263 2.289 -0.16
N 2.211 0.343 1.030 -0.14
C 3.070 0.612 0.047 -0.74
S 2.277 0.737 -1.477 0.72
H 8.159 1.206 -1.136 0.04
H 7.582 0.116 0.116 0.04
H 7.550 1.865 0.374 0.04
H 6.290 0.052 -3.279 0.04
H 4.581 -0.209 -2.947 0.00
H 5.809 -1.153 -2.095 0.03
H 6.012 3.222 -2.498 0.04
H 5.277 3.607 -0.943 0.04
H 4.293 2.924 -2.240 0.01
H 5.911 0.813 1.821 0.10
H 4.278 0.369 3.644 0.12
H 1.891 0.061 3.048 0.07
C -3.181 -0.080 0.716 -0.26
P -2.263 -1.224 -0.394 1.01
C -1.836 -2.602 0.761 -0.51
N -2.729 -3.006 1.618 0.13
C -2.391 -3.916 2.557 -0.19
C -3.308 -4.292 3.556 0.00
C -2.924 -5.175 4.526 -0.05
C -1.622 -5.722 4.535 -0.05
C -0.715 -5.387 3.569 0.00
C -1.075 -4.459 2.569 -0.20
N -0.166 -4.029 1.671 0.14
C -0.506 -3.120 0.796 -0.48
P 0.880 -2.289 -0.075 0.92
C 2.280 -2.747 0.988 -0.21
C 1.174 -3.269 -1.649 -0.69
C -0.138 -3.274 -2.430 -0.11
C 1.583 -4.703 -1.317 -0.07
C 2.262 -2.563 -2.458 -0.11
C -3.757 -1.954 -1.365 -0.67
C -4.968 -2.146 -0.451 -0.08
C -3.395 -3.298 -1.997 -0.09
C -4.089 -0.947 -2.470 -0.10
H -3.701 -0.646 1.486 0.05
H -3.891 0.493 0.118 0.05
H -2.494 0.625 1.175 -0.02
H -4.299 -3.859 3.542 0.12
H -3.622 -5.462 5.301 0.11
H -1.342 -6.408 5.321 0.11
H 0.284 -5.800 3.556 0.12
H 2.310 -3.825 1.105 0.05
H 2.161 -2.285 1.966 0.04
H 3.202 -2.380 0.532 0.06
H -0.859 -3.926 -1.939 0.06
H 0.030 -3.647 -3.441 0.11
H -0.553 -2.265 -2.494 0.05
H 0.929 -5.146 -0.564 0.08
H 2.613 -4.760 -0.968 0.09
H 1.506 -5.305 -2.224 0.10
H 1.950 -1.559 -2.737 0.02
H 2.462 -3.129 -3.369 0.10
H 3.198 -2.488 -1.902 0.07
H -4.720 -2.758 0.412 0.07
H -5.745 -2.661 -1.020 0.10
H -5.384 -1.201 -0.111 0.08
H -3.002 -3.994 -1.255 0.08
H -2.675 -3.180 -2.805 0.06
H -4.295 -3.746 -2.420 0.10
H -4.286 0.048 -2.068 0.08
H -4.983 -1.272 -3.006 0.10
H -3.275 -0.873 -3.192 0.06
S -0.444 -0.747 2.503 0.80
C -0.460 0.648 3.501 -0.72
C -0.609 0.406 4.895 -0.27
N -0.724 0.152 6.011 0.19
C -0.330 1.916 3.029 -0.73
S -0.155 2.300 1.375 0.72
C -0.325 3.007 3.944 -0.26
N -0.297 3.896 4.674 0.20
N -2.111 9.876 -3.918 0.18
C -1.967 8.756 -3.707 -0.17
C -1.776 7.362 -3.449 -0.22
C -0.687 6.933 -2.693 0.00
C -0.493 5.585 -2.462 0.01
C -1.394 4.657 -2.971 -0.17
C -2.477 5.080 -3.731 0.00
C -2.667 6.427 -3.972 0.00
N -1.216 3.276 -2.694 0.00
C -1.600 2.213 -3.479 -0.01
C -1.278 1.091 -2.784 -0.14
N -0.719 1.450 -1.582 -0.14
C -0.686 2.765 -1.564 -0.20
H 0.008 7.661 -2.299 0.13
H 0.372 5.256 -1.903 0.12
H -3.180 4.358 -4.125 0.12
H -3.507 6.759 -4.565 0.13
H -2.033 2.337 -4.454 0.13
H -1.408 0.060 -3.061 0.08
H -0.324 3.378 -0.759 0.05

We find <i> to be the most stable, with the next structure 94.7 kcal/mol higher.

<i>
68
Properties=species:S:1:pos:R:3:lowdin_charge:R:1 method="wB97M-V/def2-TZVPD" homo_energy_ev="-8.118 / -8.117" homo_lumo_gap_ev="7.92 / 7.92"
Pd 0.559 0.045 -0.586 0.69
C 3.589 -0.626 -1.205 -0.11
O 2.610 -0.101 -0.318 -0.44
Si 2.527 -0.211 1.381 0.33
C 3.152 1.407 2.035 -0.14
C 3.687 -1.501 2.054 -0.15
C 0.726 -0.608 1.443 -0.49
Si 0.316 -2.424 1.239 0.37
C 0.641 -3.378 2.823 -0.17
C -1.462 -2.798 0.805 -0.16
C 1.308 -3.222 -0.142 -0.18
Si -0.383 0.501 2.452 0.38
C -2.144 -0.096 2.611 -0.18
C 0.268 0.625 4.209 -0.17
C -0.490 2.238 1.753 -0.18
H 3.716 -1.698 -1.053 0.08
H 4.539 -0.115 -1.043 0.10
H 3.257 -0.457 -2.228 0.07
H 4.165 1.580 1.660 0.04
H 3.212 1.367 3.125 0.04
H 2.534 2.259 1.753 0.02
H 4.732 -1.187 1.991 0.04
H 3.590 -2.484 1.594 0.02
H 3.441 -1.610 3.116 0.05
H 0.128 -2.893 3.661 0.03
H 1.703 -3.438 3.076 0.02
H 0.256 -4.399 2.746 0.03
H -2.150 -2.552 1.615 0.02
H -1.537 -3.875 0.628 0.04
H -1.795 -2.291 -0.103 0.02
H 2.377 -3.301 0.064 0.01
H 1.168 -2.694 -1.088 0.03
H 0.937 -4.242 -0.284 0.04
H -2.224 -0.998 3.224 0.03
H -2.582 -0.300 1.632 0.00
H -2.732 0.687 3.099 0.04
H 0.370 -0.371 4.650 0.03
H -0.422 1.198 4.834 0.03
H 1.242 1.117 4.261 0.01
H -1.197 2.247 0.921 0.02
H 0.467 2.617 1.388 0.01
H -0.854 2.929 2.519 0.04
Br -6.598 1.507 0.491 0.74
C -5.559 0.703 -0.869 -0.67
C -6.176 0.237 -2.020 -0.19
N -5.498 -0.336 -3.011 0.08
C -4.179 -0.460 -2.871 -0.07
C -3.484 -0.020 -1.752 -0.11
C -4.193 0.578 -0.723 -0.05
C -1.994 -0.202 -1.679 -0.64
O -1.382 -0.717 -2.609 -0.01
O -1.460 0.267 -0.599 -0.21
H -7.249 0.332 -2.142 0.10
H -3.635 -0.932 -3.680 0.12
H -3.684 0.935 0.162 0.10
C -0.383 3.294 -2.726 -0.30
Sb 0.953 1.634 -2.735 1.37
C 2.799 2.710 -2.794 -0.31
C 0.779 1.100 -4.791 -0.31
H -0.238 3.902 -3.619 0.01
H -0.205 3.897 -1.837 0.01
H -1.407 2.925 -2.696 0.00
H 2.807 3.374 -3.659 0.01
H 3.642 2.024 -2.859 -0.01
H 2.896 3.302 -1.883 0.01
H 1.095 1.925 -5.428 0.01
H -0.266 0.859 -4.984 0.01
H 1.379 0.216 -5.000 0.00

<ii>
68
Properties=species:S:1:pos:R:3:lowdin_charge:R:1 method="wB97M-V/def2-TZVPD" homo_energy_ev=-8.266 homo_lumo_gap_ev=7.54
Pd 0.760 0.007 0.272 0.64
C 1.200 0.033 3.558 -0.09
O 0.790 -0.596 2.354 -0.40
Si -0.500 -1.701 2.188 0.34
C -0.041 -3.313 3.012 -0.14
C -1.989 -1.037 3.096 -0.15
C -0.581 -1.677 0.353 -0.49
Si 0.584 -2.843 -0.537 0.39
C -0.212 -4.513 -0.857 -0.17
C 1.105 -2.180 -2.230 -0.18
C 2.200 -3.065 0.434 -0.18
Si -2.235 -1.303 -0.444 0.41
C -2.917 0.361 0.126 -0.16
C -2.144 -1.281 -2.317 -0.17
C -3.491 -2.641 -0.008 -0.17
H 1.684 -0.693 4.214 0.10
H 0.342 0.473 4.070 0.09
H 1.903 0.826 3.315 0.06
H -0.115 -3.218 4.098 0.04
H 0.965 -3.652 2.766 0.02
H -0.742 -4.094 2.706 0.04
H -1.942 -1.284 4.159 0.04
H -2.900 -1.482 2.692 0.02
H -2.084 0.046 2.998 0.04
H -1.134 -4.390 -1.427 0.02
H -0.448 -5.059 0.059 0.03
H 0.468 -5.130 -1.452 0.04
H 0.397 -2.441 -3.017 0.02
H 2.074 -2.603 -2.506 0.03
H 1.199 -1.091 -2.222 0.01
H 2.244 -4.024 0.955 0.03
H 2.349 -2.279 1.178 0.01
H 3.045 -3.031 -0.257 0.03
H -2.123 1.002 0.514 0.01
H -3.685 0.263 0.896 0.03
H -3.369 0.877 -0.725 0.04
H -1.407 -0.552 -2.647 0.01
H -3.119 -0.996 -2.722 0.04
H -1.890 -2.255 -2.737 0.02
H -3.658 -2.729 1.069 0.01
H -3.183 -3.621 -0.375 0.02
H -4.451 -2.399 -0.471 0.03
Br -2.822 6.975 -1.743 0.73
C -2.279 5.227 -2.223 -0.67
C -2.602 4.728 -3.476 -0.19
N -2.249 3.509 -3.871 0.08
C -1.561 2.752 -3.020 -0.07
C -1.194 3.173 -1.747 -0.11
C -1.566 4.445 -1.337 -0.05
C -0.419 2.294 -0.801 -0.68
O -0.125 1.134 -1.266 -0.18
O -0.142 2.716 0.325 -0.04
H -3.162 5.330 -4.182 0.10
H -1.284 1.763 -3.362 0.11
H -1.297 4.789 -0.348 0.12
C 4.802 0.876 -0.172 -0.32
Sb 2.870 1.674 0.275 1.38
C 2.763 3.251 -1.147 -0.29
C 3.377 2.831 1.996 -0.31
H 5.546 1.668 -0.241 0.01
H 4.754 0.337 -1.118 0.00
H 5.087 0.177 0.613 0.00
H 3.701 3.802 -1.193 0.01
H 1.953 3.906 -0.832 0.00
H 2.530 2.841 -2.128 0.02
H 4.140 3.563 1.740 0.01
H 3.753 2.184 2.787 0.00
H 2.479 3.342 2.341 0.01

We find <i> to be the most stable, with the next structure 6.6 kcal/mol higher.

<i>
20
Properties=species:S:1:pos:R:3:lowdin_charge:R:1 method="wB97M-V/def2-TZVPD" multiplicity=2 homo_energy_ev="-19.850 / -19.497" charge=+2 homo_lumo_gap_ev="11.71 / 4.85"
C -2.072 1.230 -0.621 0.01
C -0.688 1.259 -1.202 -0.14
C 0.540 1.410 -0.248 -0.08
C 0.561 0.292 0.792 -0.08
N 1.718 -2.534 1.195 0.24
C 0.641 -2.226 0.494 -0.07
N 0.156 -1.024 0.137 0.09
H -2.351 0.350 -0.072 0.12
H -2.828 1.205 -1.432 0.17
H -2.295 2.113 0.015 0.14
H -0.710 2.180 -1.893 0.21
H -0.489 0.377 -1.859 0.15
H 0.418 2.451 0.175 0.17
H 1.519 1.547 -0.746 0.15
H 1.580 0.195 1.108 0.13
H 0.024 0.512 1.693 0.14
H 2.376 -1.793 1.717 0.23
H 1.843 -3.522 1.357 0.15
H 0.039 -3.099 0.213 0.18
H 0.017 -0.923 -0.822 0.10

<ii>
20
Properties=species:S:1:pos:R:3:lowdin_charge:R:1 method="wB97M-V/def2-TZVPD" multiplicity=2 homo_energy_ev="-18.499 / -18.497" charge=+2 homo_lumo_gap_ev="9.70 / 5.51"
C 1.296 0.525 1.313 -0.02
C 2.337 -0.285 0.543 0.02
C 2.719 -1.581 0.683 0.27
H 0.817 1.373 0.780 0.10
H 0.479 -0.148 1.650 0.10
H 1.672 0.992 2.241 0.14
H 3.005 0.285 -0.101 0.15
H 3.584 -1.996 0.186 0.13
H 2.195 -2.249 1.375 0.13
C -1.744 1.949 -1.033 0.01
N -2.108 0.488 -1.042 0.06
C -1.213 -0.379 -0.672 -0.15
N -1.477 -1.670 -0.463 0.19
H -2.077 2.270 -0.050 0.10
H -2.419 2.429 -1.755 0.11
H -0.731 2.186 -1.287 0.09
H -3.068 0.227 -1.178 0.17
H -0.202 -0.066 -0.397 0.11
H -2.396 -2.111 -0.548 0.16
H -0.667 -2.240 -0.246 0.12

We find <ii> to be the most stable, with the next structure 40.8 kcal/mol higher.